# C47H56Cl4N8O3STi

C47H56Cl4N8O3STi as an isolated structure at a distorted geometry (ωB97M-V/def2-TZVPD, the Open Molecules 2025 dataset).

The calculation puts the molar mass at 1002.764 g mol⁻¹. Its calculated total energy is -5576.98845 hartree. Its total charge is -2. The calculation puts the LUMO energy (alpha / beta) at 3.8 / 3.8 eV. The calculation puts the orbital gap (alpha / beta) at 3.771 / 3.770 eV.

Last column: Mulliken charge in e.
Element x y z (Å)
Ti  -0.40785  1.16051  -0.25270  -0.68
C  -0.60538  -3.42795  -4.69670  -1.40
C  -0.01083  -3.59141  -3.29824  0.01
N  -0.92103  -3.11342  -2.27609  -0.24
C  -0.85538  -1.79454  -1.84370  0.02
S  -1.68906  -1.38102  -0.40758  -0.64
N  -0.16835  -0.97053  -2.56556  -0.98
N  -0.08462  0.32332  -2.11357  1.73
C  0.55649  1.16898  -2.96723  0.40
C  1.35843  0.67946  -4.14747  -2.20
C  0.36891  2.52114  -2.71776  0.28
C  0.96187  3.56917  -3.47841  -0.90
C  0.61033  4.86305  -3.23316  -0.92
C  -0.34350  5.14298  -2.22022  -1.16
C  -0.83910  4.09494  -1.48297  -0.05
N  -0.51056  2.81260  -1.68128  2.07
H  0.10548  -3.74566  -5.46581  0.40
H  -0.85052  -2.37777  -4.85579  0.19
H  -1.51970  -4.01708  -4.79055  0.38
H  0.92438  -3.02476  -3.24520  -0.07
H  0.21001  -4.64412  -3.10264  0.53
H  -1.15704  -3.75250  -1.53611  0.35
H  1.35266  -0.40711  -4.14179  0.29
H  2.39423  1.03281  -4.08131  0.41
H  0.94256  1.03514  -5.09714  0.39
H  1.69540  3.32225  -4.23550  0.44
H  1.05490  5.67118  -3.80349  0.35
H  -0.65307  6.15783  -2.01006  0.42
H  -1.54911  4.27751  -0.68437  -0.34
C  -3.97581  -0.26619  -3.00425  -1.78
C  -3.16800  1.01209  -2.75997  2.41
C  -2.70720  1.64093  -4.07687  -1.94
C  -3.96293  1.98221  -1.91414  1.17
C  -5.08449  2.55064  -2.49525  -0.23
C  -5.92770  3.37663  -1.77734  -1.39
C  -5.60746  3.65202  -0.46561  -1.19
C  -4.48188  3.13156  0.17465  0.70
C  -4.33257  3.70228  1.59560  0.21
C  -2.93007  3.94481  2.14063  -1.04
C  -5.18693  2.94871  2.62866  -1.41
C  -3.63679  2.24433  -0.55545  -0.80
N  -2.52926  1.57941  0.02890  1.45
C  -2.77874  0.93289  1.13551  -0.93
C  -1.83774  0.36391  2.01438  0.23
C  -2.16752  -0.18671  3.26455  -1.83
C  -0.96723  -0.47389  3.87490  -1.42
C  0.05981  -0.08296  2.98127  -0.62
N  -0.46318  0.38797  1.83850  1.59
C  1.51568  -0.13947  3.41393  3.33
C  1.67470  0.75058  4.65905  -2.01
C  2.49116  0.37059  2.36165  -1.04
C  1.88150  -1.58489  3.78914  -2.04
H  -3.37987  -0.98177  -3.57607  0.37
H  -4.90213  -0.05566  -3.55103  0.33
H  -4.22563  -0.73083  -2.05012  0.37
H  -2.28058  0.73404  -2.20629  -1.39
H  -3.54053  1.79669  -4.77108  0.48
H  -1.97675  0.98684  -4.55815  0.25
H  -2.22862  2.60366  -3.88886  0.33
H  -5.31902  2.31384  -3.52670  0.32
H  -6.81341  3.80496  -2.23240  0.34
H  -6.24952  4.32536  0.09474  0.38
H  -4.77927  4.69909  1.51309  0.77
H  -2.41617  3.03700  2.43366  0.00
H  -2.99756  4.58672  3.02318  0.52
H  -2.30565  4.44632  1.40592  0.02
H  -4.69850  2.02629  2.94212  0.25
H  -6.17102  2.70331  2.22239  0.36
H  -5.32123  3.56707  3.52023  0.42
H  -3.82001  0.81888  1.43586  0.63
H  -3.16683  -0.34649  3.64403  0.54
H  -0.82843  -0.88584  4.86344  0.49
H  1.45507  1.78987  4.40586  0.32
H  2.70200  0.69785  5.03409  0.47
H  1.00048  0.44272  5.46073  0.36
H  2.39858  1.44994  2.26652  0.09
H  2.28748  -0.07314  1.39601  -0.53
H  3.52092  0.14554  2.65692  0.59
H  1.26620  -1.94827  4.61498  0.29
H  2.93024  -1.63316  4.09881  0.50
H  1.73928  -2.25223  2.93615  0.25
Cl  3.22529  6.07205  2.90057  -0.27
C  2.70488  4.79189  1.85377  0.46
C  3.59750  4.21617  0.96952  0.22
Cl  5.22486  4.80276  0.85594  -0.28
C  3.17560  3.14697  0.16006  0.61
Cl  4.28645  2.36221  -0.91755  -0.29
C  1.88616  2.65255  0.23765  -1.22
O  1.44753  1.59678  -0.39243  0.94
C  0.92363  3.30670  1.08358  -0.69
O  -0.27433  2.84503  1.02075  0.20
C  1.37440  4.34182  1.90358  0.38
Cl  0.24923  5.06874  3.00807  -0.27
C  4.44008  -4.99903  3.10146  -1.43
C  4.42204  -4.99484  1.56984  -0.44
N  3.29015  -5.68815  0.97439  0.34
C  3.15491  -7.11278  1.22295  -0.71
C  2.37354  -7.50331  2.48189  -1.08
C  2.17097  -5.03468  0.47408  -0.08
O  1.09207  -5.60393  0.47428  -0.67
C  2.36810  -3.69172  -0.10341  -0.13
C  3.43193  -3.39589  -0.96223  -0.05
C  3.54066  -2.11782  -1.47192  -1.37
C  2.60446  -1.16105  -1.10561  0.20
N  1.57162  -1.43693  -0.31119  0.78
C  1.45265  -2.66801  0.15327  -0.85
H  5.16664  -4.26739  3.45776  0.43
H  4.72078  -5.97567  3.49839  0.35
H  3.45864  -4.72476  3.48976  0.37
H  5.34956  -5.44595  1.19655  0.32
H  4.39755  -3.96317  1.23748  0.34
H  4.16266  -7.53799  1.25270  0.41
H  2.62661  -7.53326  0.36522  0.37
H  2.89121  -7.21330  3.39479  0.26
H  2.22732  -8.58555  2.49957  0.40
H  1.40135  -7.01608  2.45093  0.28
H  4.13593  -4.17216  -1.23997  0.50
H  4.34484  -1.85483  -2.14745  0.50
H  2.66695  -0.13414  -1.44890  -0.01
H  0.58822  -2.86234  0.78383  0.58